No. 1
Below is a single C8H8N2OS molecule in a non-equilibrium geometry, with properties calculated with ωB97M-V/def2-TZVPD.

## Properties
SMILES = N=[S@@H](=O)c1cc2ccccc2[nH]1
Molecular weight = 180.23 g/mol
HOMO-LUMO gap = 8.8 eV

Atoms and positions in Å:
1 N -3.7608 0.9989 0.9220
2 S -3.1656 -0.0670 0.0489
3 O -3.4252 -0.1414 -1.4079
4 C -1.4154 -0.0997 0.1186
5 C -0.5556 -0.5124 1.1294
6 C 0.7614 -0.3346 0.6529
7 C 2.0290 -0.4314 1.2698
8 C 3.1017 -0.2380 0.4608
9 C 3.0461 0.1601 -0.8655
10 C 1.7882 0.4639 -1.4316
11 C 0.6363 0.1696 -0.6681
12 N -0.7113 0.2123 -1.0074
13 H -4.6018 1.3532 0.6257
14 H -3.5032 -1.3072 0.6001
15 H -0.8820 -0.7323 2.1678
16 H 2.0725 -0.7818 2.2567
17 H 4.2032 -0.3954 0.7836
18 H 3.9839 0.3592 -1.3556
19 H 1.6993 0.8551 -2.4567
20 H -1.3006 0.4689 -1.8436

No. 2
Below is an isolated ion of composition C8H8N3O3 and charge -1 in a non-equilibrium geometry, with properties calculated with ωB97M-V/def2-TZVPD.

## Properties
Molecular weight = 194.17 g/mol
Net charge = -1
HOMO-LUMO gap = 6.4 eV

Atoms and positions in Å:
1 C 1.6299 -1.9260 0.0210
2 C 0.4657 -2.5978 -0.3135
3 C 0.3123 0.0515 0.2658
4 C -0.8547 -0.6421 0.0925
5 C 1.5161 -0.5580 0.4470
6 C -0.8854 -2.0694 -0.1802
7 C 0.1842 1.5973 0.1141
8 C -0.9939 2.0118 -0.6149
9 N -2.2656 0.1806 0.3265
10 N -2.1976 1.4493 -0.0565
11 N 2.6827 0.1112 0.9115
12 O -1.8830 -2.7691 -0.3316
13 O -3.2909 -0.3058 0.7872
14 O -3.2751 2.2010 -0.0601
15 H 2.5637 -2.5258 0.0586
16 H 0.6464 -3.5667 -0.6853
17 H 0.2087 2.0486 1.1447
18 H 1.0645 1.9338 -0.5341
19 H -0.9912 3.1601 -0.6130
20 H -0.9292 1.8311 -1.8171
21 H 2.9871 0.9827 0.4437
22 H 3.3054 -0.5981 0.5935

No. 3
Below is an isolated ion of composition C8H8N3S2 and charge +1 in a non-equilibrium geometry, with properties calculated with ωB97M-V/def2-TZVPD.

## Properties
Molecular weight = 210.31 g/mol
Net charge = +1
HOMO-LUMO gap = 8.3 eV

Atoms and positions in Å:
1 C 3.3051 0.3774 0.4938
2 C -2.6435 1.3564 -0.1046
3 C -2.7374 0.1530 -0.8691
4 C -1.3788 1.8535 0.1805
5 C -1.6001 -0.4294 -1.3623
6 C -0.2079 1.0154 -0.0204
7 C -0.3423 -0.1192 -0.7810
8 C 1.6248 -1.9536 -0.1015
9 N 3.7367 -0.4550 1.1346
10 N 1.0092 1.4098 0.5163
11 N 1.0856 -2.0508 1.0744
12 S 1.1339 -1.0538 -1.4284
13 S 2.4444 1.6044 -0.4200
14 H -3.6277 1.7039 0.0268
15 H -3.7784 -0.1395 -1.1517
16 H -1.3885 2.7950 0.6617
17 H -1.5279 -1.1726 -2.0213
18 H 2.2928 -2.8005 -0.2237
19 H 0.8192 2.0538 1.2506
20 H 1.1116 -2.8890 1.5996
21 H 0.6692 -1.2593 1.5458

No. 4
Below is a single C8H8N4 molecule in a non-equilibrium geometry, with properties calculated with ωB97M-V/def2-TZVPD.

## Properties
SMILES = Nc1nc(N)c2ccccc2n1
Molecular weight = 160.18 g/mol
HOMO-LUMO gap = 8.7 eV

Atoms and positions in Å:
1 N 2.5258 2.0546 -1.3189
2 C 1.5664 1.3103 -0.7851
3 N 2.0211 0.0274 -0.4406
4 C 1.2220 -0.8293 0.1532
5 N 1.7801 -1.9090 0.7382
6 C -0.1789 -0.4395 0.3663
7 C -1.1007 -1.2501 1.0553
8 C -2.4353 -0.9574 0.9572
9 C -2.8804 0.0996 0.1425
10 C -2.0053 0.9714 -0.4764
11 C -0.5729 0.7669 -0.3702
12 N 0.3279 1.6490 -0.9117
13 H 3.3875 1.9603 -0.7018
14 H 2.3775 2.9914 -1.5198
15 H 2.7595 -2.0530 0.5383
16 H 1.2458 -2.8440 0.5487
17 H -0.6964 -2.2345 1.3881
18 H -3.0330 -1.6160 1.5642
19 H -3.9312 0.3671 0.0123
20 H -2.3795 1.9348 -0.9398

No. 5
Below is a 2-piece molecular cluster, C8H8N4 overall in a non-equilibrium geometry, with properties calculated with ωB97M-V/def2-TZVPD.

## Properties
SMILES = c1cncnc1.c1cncnc1
Molecular weight = 160.18 g/mol
HOMO-LUMO gap = 10.1 eV

Atoms and positions in Å:
1 C -1.3659 -0.7913 1.2528
2 C -1.8438 -0.9644 -0.0610
3 N -2.2256 -2.1507 -0.4618
4 C -2.1960 -3.1123 0.4702
5 N -1.7486 -3.1031 1.7369
6 C -1.3529 -1.8578 2.1153
7 H -0.9643 0.1870 1.5480
8 H -1.9226 -0.2208 -0.8650
9 H -2.6761 -4.0880 0.3180
10 H -0.9035 -1.7942 3.1151
11 C 2.4902 1.1460 -1.4195
12 C 1.2484 0.6563 -1.1838
13 N 0.3215 1.4293 -0.5666
14 C 0.6681 2.5794 -0.2230
15 N 1.8046 3.2700 -0.4779
16 C 2.7347 2.5104 -1.1493
17 H 3.3305 0.5025 -1.7119
18 H 1.0080 -0.4017 -1.3528
19 H -0.1313 3.2273 0.1603
20 H 3.7246 2.9758 -1.2440

No. 6
Below is a single C8H8N4 molecule in a non-equilibrium geometry, with properties calculated with ωB97M-V/def2-TZVPD.

## Properties
SMILES = Nc1nc(N)c2ccccc2n1
Molecular weight = 160.18 g/mol
HOMO-LUMO gap = 8.4 eV

Atoms and positions in Å:
1 N 3.3837 -1.0672 -0.1644
2 C 2.0292 -0.6035 -0.1300
3 N 1.2802 -1.4572 0.5466
4 C 0.0084 -1.2003 0.7531
5 N -0.6636 -2.2908 1.2324
6 C -0.5857 0.0218 0.3137
7 C -1.8940 0.3643 0.6008
8 C -2.3359 1.4605 -0.2053
9 C -1.4291 2.2317 -0.8559
10 C -0.0580 1.9700 -1.0443
11 C 0.3865 0.8010 -0.4275
12 N 1.7000 0.4900 -0.6019
13 H 3.4812 -1.9151 0.3767
14 H 3.9055 -0.8899 -1.0085
15 H -0.0577 -3.1201 1.2965
16 H -1.6988 -2.3264 1.2721
17 H -2.5930 0.0910 1.4027
18 H -3.3863 1.6732 -0.2853
19 H -1.9487 3.0978 -1.3864
20 H 0.4763 2.6692 -1.6852

No. 7
Below is a 2-piece molecular cluster, C8H8N4O4 overall in a non-equilibrium geometry, with properties calculated with ωB97M-V/def2-TZVPD.

## Properties
SMILES = O=c1cc[nH]c(=O)[nH]1.O=c1cc[nH]c(=O)[nH]1
Molecular weight = 224.18 g/mol
HOMO-LUMO gap = 9.8 eV

Atoms and positions in Å:
1 O -1.3878 -1.4158 0.4808
2 C -0.6233 -2.1122 -0.2308
3 C -0.8128 -3.5124 -0.3608
4 C 0.1107 -4.2080 -1.1523
5 N 1.0292 -3.6452 -1.8479
6 C 1.1577 -2.2751 -1.8075
7 O 1.8474 -1.5797 -2.4632
8 N 0.4047 -1.6588 -0.9127
9 H -1.7034 -3.9733 0.1068
10 H 0.0992 -5.3889 -1.1538
11 H 1.6161 -3.9132 -2.5818
12 H 0.5828 -0.6410 -0.8149
13 O 0.2479 5.0192 1.2490
14 C -0.1574 3.8567 1.3693
15 C -1.2782 3.2635 2.1080
16 C -1.3579 1.9083 2.1489
17 N -0.7001 1.0933 1.2218
18 C 0.1860 1.6516 0.2879
19 O 0.6481 0.8778 -0.5198
20 N 0.4917 2.8946 0.6019
21 H -1.7876 3.8746 2.9141
22 H -1.9112 1.1615 2.6861
23 H -0.8377 0.1076 1.2924
24 H 1.1703 3.3383 -0.0410

No. 8
Below is a 2-piece molecular cluster, C8H8N4O4 overall in a non-equilibrium geometry, with properties calculated with ωB97M-V/def2-TZVPD.

## Properties
SMILES = O=c1cc[nH]c(=O)[nH]1.O=c1cc[nH]c(=O)[nH]1
Molecular weight = 224.18 g/mol
HOMO-LUMO gap = 9.7 eV

Atoms and positions in Å:
1 O -1.5610 1.9052 -0.0213
2 C -2.4506 1.1003 -0.0254
3 C -3.7995 1.5446 -0.1453
4 C -4.8468 0.6695 -0.1499
5 N -4.4921 -0.6715 0.0700
6 C -3.2718 -1.1943 0.0281
7 O -3.2016 -2.3515 0.0315
8 N -2.2846 -0.2290 0.2196
9 H -3.8457 2.5338 -0.6528
10 H -5.8537 0.8828 -0.0932
11 H -5.3867 -1.1340 0.2432
12 H -1.3741 -0.6638 0.0785
13 O 5.7543 -0.6927 -0.0882
14 C 4.6377 -0.2494 0.0113
15 C 4.2357 1.1438 -0.0062
16 C 2.9988 1.5625 0.0746
17 N 1.9675 0.7447 0.2744
18 C 2.0252 -0.6665 -0.0263
19 O 1.1273 -1.4171 -0.1585
20 N 3.3715 -1.0358 -0.0894
21 H 5.0248 1.9721 -0.2002
22 H 2.7210 2.5693 0.1813
23 H 1.0553 1.2162 0.5266
24 H 3.5993 -2.0500 -0.0783

| no. | DFT total energy (eV) |
| --- | --- |
| 1 | -24285.968 |
| 2 | -19033.846 |
| 3 | -34557.484 |
| 4 | -14386.438 |
| 5 | -14384.779 |
| 6 | -14386.135 |
| 7 | -22576.698 |
| 8 | -22576.484 |